C41H98N6O8 | ωB97M-V/def2-TZVPD

CARTESIAN COORDINATES (ANGSTROEM)
C  17.311  13.883  16.124
C  16.381  14.997  15.806
C  17.117  16.087  14.940
C  15.281  14.507  14.955
C  14.100  15.453  14.907
C  13.743  15.990  16.263
C  14.924  16.559  17.114
C  15.406  17.893  16.556
C  14.450  16.719  18.568
N  15.888  15.461  17.096
O  17.052  15.991  17.777
H  18.165  14.280  16.655
H  16.903  12.979  16.648
H  17.546  13.382  15.165
H  16.399  16.774  14.462
H  17.711  16.770  15.576
H  17.742  15.690  14.076
H  15.579  14.269  13.955
H  14.894  13.591  15.483
H  14.336  16.365  14.262
H  13.325  14.992  14.303
H  13.268  15.218  16.876
H  12.888  16.701  16.213
H  16.449  18.099  16.815
H  14.866  18.835  16.829
H  15.427  17.873  15.471
H  14.473  15.748  19.090
H  13.513  17.222  18.645
H  15.094  17.354  19.144
H  17.153  15.418  18.543
C  13.316  10.883  16.506
C  11.943  11.514  16.776
C  11.057  10.383  17.437
C  12.190  12.674  17.714
C  11.002  13.551  17.869
C  10.658  14.059  16.500
C  10.370  12.946  15.490
C  9.022  12.281  15.810
C  10.388  13.726  14.123
N  11.435  11.980  15.475
O  11.098  10.914  14.668
H  13.916  10.775  17.423
H  13.317  9.916  16.029
H  13.892  11.511  15.826
H  10.705  9.584  16.784
H  11.607  9.862  18.182
H  10.160  10.788  17.929
H  12.567  12.304  18.684
H  13.078  13.204  17.341
H  10.199  12.972  18.244
H  11.291  14.351  18.585
H  11.498  14.622  16.047
H  9.780  14.657  16.584
H  8.244  12.957  15.500
H  8.994  12.031  16.849
H  8.777  11.416  15.104
H  9.673  14.566  14.146
H  9.954  13.129  13.271
H  11.361  14.125  13.781
H  10.449  10.367  15.149
C  20.390  10.826  9.705
C  19.491  11.911  9.207
C  20.151  12.603  7.993
C  18.101  11.355  8.799
C  16.971  12.358  8.471
C  16.890  13.407  9.557
C  18.292  13.989  10.077
C  18.781  15.200  9.216
C  17.789  14.573  11.450
N  19.253  12.921  10.328
O  20.474  13.424  10.804
H  20.834  10.393  8.805
H  21.264  11.300  10.159
H  19.833  10.027  10.204
H  20.309  11.871  7.202
H  19.601  13.402  7.562
H  21.162  12.989  8.242
H  18.219  10.702  7.973
H  17.639  10.716  9.685
H  17.169  12.856  7.508
H  15.966  11.870  8.367
H  16.437  12.914  10.406
H  16.280  14.268  9.240
H  18.296  15.255  8.265
H  19.878  15.301  9.198
H  18.505  16.122  9.695
H  18.598  15.209  11.909
H  17.575  13.675  12.039
H  16.910  15.277  11.383
H  20.510  13.354  11.753
C  14.287  9.811  7.840
O  13.088  9.950  8.576
C  13.166  10.898  9.606
C  12.481  10.337  10.929
C  11.098  9.928  10.502
N  12.499  11.447  11.959
H  14.125  9.140  7.034
H  15.118  9.490  8.464
H  14.656  10.766  7.438
H  14.235  11.256  9.777
H  12.573  11.823  9.376
H  13.036  9.487  11.284
H  11.051  9.297  9.627
H  10.615  10.825  10.227
H  10.528  9.523  11.323
H  12.626  11.127  12.942
H  11.535  11.893  11.952
C  19.051  8.172  14.275
O  19.537  9.303  13.707
C  20.284  10.061  14.602
C  20.889  11.298  13.978
C  21.696  12.007  15.051
N  19.869  12.223  13.492
H  18.551  8.374  15.229
H  19.898  7.480  14.436
H  18.367  7.748  13.530
H  19.615  10.518  15.430
H  21.045  9.485  15.142
H  21.483  10.906  13.183
H  21.191  12.276  15.976
H  22.187  12.874  14.671
H  22.557  11.347  15.362
H  19.333  12.642  14.227
H  19.324  11.727  12.777
C  16.094  13.183  20.618
O  15.477  11.979  20.161
C  16.187  11.371  19.116
C  15.725  9.884  19.073
C  15.838  9.079  20.340
N  16.461  9.262  17.949
H  15.728  13.646  21.553
H  15.978  13.973  19.802
H  17.111  12.918  20.728
H  15.838  11.799  18.195
H  17.318  11.378  19.213
H  14.711  9.884  18.842
H  15.337  9.658  21.155
H  16.808  8.852  20.712
H  15.161  8.179  20.063
H  17.437  9.039  18.141
H  16.002  8.416  17.685
C  13.629  14.538  10.633
O  14.248  13.856  11.739
H  13.615  13.885  9.781
H  12.646  14.986  10.890
H  14.415  15.320  10.464
H  13.657  13.089  11.897
C  16.394  10.484  12.382
O  16.269  11.577  13.340
H  17.394  10.324  11.922
H  16.003  9.503  12.748
H  15.772  10.659  11.511
H  15.712  12.211  12.931

- M: 803.27 g mol⁻¹
- Charge: 0
- SMILES: CC1(C)CCCC(C)(C)N1O.CC1(C)CCCC(C)(C)N1O.CC1(C)CCCC(C)(C)N1O.COC[C@H](C)N.COC[C@H](C)N.COC[C@H](C)N.CO.CO
- HOMO level: -7.954 eV
- Frontier orbital gap: 8.481 eV
- Relative energy (zero: lowest compared OMol25 entry of this formula, charge and spin): 0.0 kJ/mol

These are the Mulliken partial charges, in e, on atoms 1 to 2: atom 1 (C): -1.183, atom 2 (C): 2.441